{"formula": "C6H14N3S", "method": "ωB97M-V/def2-TZVPD", "gap_ev": 10.5, "multiplicity": 1, "lumo_ev": -2.64, "relative_energy_kcal_mol": 116.2, "charge": 1, "fmax_ev_per_a": 4.07, "smiles": "CC[N@H+]1[C@H](SC)CN2CN21", "energy_ev": -21743.580, "molar_mass_g_mol": 160.3, "species": ["C", "C", "C", "C", "C", "C", "N", "N", "N", "S", "H", "H", "H", "H", "H", "H", "H", "H", "H", "H", "H", "H", "H", "H"], "xyz": [[-0.318, -1.191, -1.171], [0.476, -2.249, 0.882], [-0.778, 0.037, -0.443], [2.723, 1.128, 0.515], [-3.411, 0.971, -0.023], [1.450, 1.197, -0.271], [0.744, -1.896, -0.503], [1.199, -1.087, 0.516], [0.413, 0.221, 0.401], [-2.210, -0.307, 0.672], [-1.156, -1.961, -1.262], [0.033, -0.854, -2.163], [-0.513, -2.140, 1.256], [1.071, -3.079, 1.191], [-0.908, 0.832, -1.218], [2.556, 0.674, 1.490], [3.509, 0.474, 0.021], [3.115, 2.137, 0.779], [-4.213, 1.218, 0.814], [-3.930, 0.732, -0.967], [-2.677, 1.835, -0.051], [1.544, 0.587, -1.176], [1.112, 2.151, -0.551], [0.172, 0.570, 1.261]], "atomic_forces_ev_per_a": [[-1.97, -2.39, -2.64], [-0.92, -0.31, -0.77], [-0.69, -0.87, 0.60], [1.80, 0.38, 0.60], [0.14, 1.19, 2.33], [0.50, -3.78, -0.33], [-0.43, -0.63, -0.81], [2.12, 2.94, 1.13], [1.61, 0.82, -2.15], [-0.84, 0.94, -1.11], [0.96, 1.30, -0.46], [-0.08, -0.66, 0.29], [-0.66, -0.05, 0.30], [0.26, -0.21, 0.62], [-0.13, -0.24, 1.20], [-0.04, -0.09, 0.00], [-0.95, 1.10, 0.58], [-0.10, -0.70, -0.65], [1.79, -0.68, -1.75], [0.63, -0.11, 0.47], [-1.55, -0.60, -0.46], [0.44, 0.69, -0.35], [-1.17, 1.15, 0.29], [-0.70, 0.80, 3.08]]}